Entry from the Open Molecules 2025 dataset: a structure of composition C23H19FeN4O4S4SeTe (ωB97M-V/def2-TZVPD).

Positions of all 57 atoms, in Å:
Fe  -0.410003  -1.249543  0.346857
S  -2.651226  -1.417891  0.838355
C  -2.220454  -0.964643  2.439892
S  -0.513715  -0.818294  2.567406
C  -3.133740  -0.753533  3.474294
C  -2.721936  -0.275362  4.740192
N  -2.414473  0.125910  5.778886
C  -4.514785  -1.003692  3.295185
N  -5.644430  -1.207056  3.163190
C  -4.325917  2.425560  2.348471
C  -3.105531  2.883268  1.601767
C  -3.219472  3.427710  0.323725
C  -2.096702  3.811997  -0.393145
C  -0.846073  3.663790  0.183985
C  -0.712469  3.151777  1.465261
C  -1.838375  2.751093  2.160457
S  0.612897  4.046847  -0.736530
O  0.234142  4.690718  -1.970442
O  1.517210  4.700652  0.167583
N  1.280816  2.605791  -1.133544
C  0.929448  1.954903  -2.390907
C  -0.476218  1.344895  -2.481925
C  -0.686015  0.316783  -1.407480
O  -0.762414  -0.915838  -1.668600
O  -0.693787  0.687603  -0.191179
H  -5.119827  3.173378  2.294857
H  -4.099714  2.232634  3.396080
H  -4.713423  1.497241  1.924334
H  -4.202063  3.535083  -0.122091
H  -2.179697  4.222448  -1.390976
H  0.269470  3.025513  1.901954
H  -1.729253  2.305796  3.142218
H  1.252114  1.949844  -0.354103
H  1.671149  1.160538  -2.509690
H  1.072702  2.666668  -3.200755
H  -0.558635  0.852609  -3.451900
H  -1.251166  2.111698  -2.413570
Te  -0.563694  -3.804329  0.495604
C  1.449864  -4.453337  0.631987
C  2.266521  -4.975913  -0.331694
C  3.571597  -5.288557  0.134836
C  3.728316  -5.018435  1.461410
S  2.288046  -4.377407  2.129300
H  1.948278  -5.102271  -1.354447
H  4.359226  -5.683536  -0.492340
H  4.615507  -5.148229  2.059775
Se  1.967038  -0.934479  0.291092
C  2.643930  -1.437327  -1.409123
C  3.953733  -1.079397  -1.748299
C  4.475267  -1.445754  -2.974424
N  3.807493  -2.135509  -3.901100
C  2.559125  -2.471386  -3.572160
C  1.942039  -2.160264  -2.373283
H  4.561146  -0.517479  -1.049832
H  5.494050  -1.165430  -3.228923
H  2.008068  -3.037278  -4.318341
H  0.926017  -2.480579  -2.188149

Cartesian forces, eV/Å:
Fe -0.469 0.090 0.333
S -0.112 0.022 0.153
C 0.192 -0.061 -0.177
S -0.198 -0.006 0.133
C 0.147 0.003 -0.139
C 0.040 -0.014 0.137
N 0.023 0.059 0.035
C -0.146 -0.022 -0.046
N -0.026 0.043 0.001
C -0.030 -0.023 -0.008
C -0.028 -0.005 -0.034
C 0.061 -0.015 -0.007
C -0.044 -0.022 0.045
C 0.005 0.201 -0.002
C 0.038 -0.069 -0.031
C -0.007 0.018 0.037
S -0.053 -0.145 0.071
O 0.027 -0.004 0.038
O -0.012 0.008 -0.004
N -0.099 0.170 -0.035
C 0.058 -0.167 0.003
C -0.094 -0.063 -0.249
C -0.087 -0.030 0.414
O 0.241 0.248 -0.067
O 0.086 -0.068 -0.614
H -0.013 0.000 -0.003
H 0.008 -0.001 0.014
H 0.008 -0.017 -0.012
H -0.008 0.005 0.001
H 0.005 0.003 -0.006
H 0.019 0.012 0.006
H -0.007 -0.002 0.007
H 0.172 -0.017 0.081
H -0.059 -0.015 -0.062
H -0.018 0.045 0.037
H -0.067 0.001 -0.003
H 0.105 0.034 0.064
Te 0.204 -0.220 -0.004
C -0.087 -0.014 0.014
C -0.010 0.083 -0.002
C 0.048 -0.041 0.019
C -0.031 0.017 0.004
S 0.002 -0.010 -0.024
H -0.036 0.009 -0.087
H 0.015 -0.009 -0.012
H 0.023 0.001 0.028
Se 0.184 0.000 -0.116
C 0.118 0.043 0.019
C -0.008 0.016 0.035
C 0.014 0.010 0.003
N 0.042 0.018 -0.036
C -0.036 -0.058 -0.023
C -0.098 -0.065 0.070
H -0.001 0.012 0.009
H 0.004 -0.003 -0.006
H -0.002 0.002 -0.007
H -0.001 0.015 0.009

Summary:
Charge: -2
Kohn-Sham gap (spin up / spin down), eV: 6.5859 / 6.6179
Spin multiplicity: 2
LUMO energy (spin up / spin down), eV: 4.2112 / 4.2346

How is the electron density shared among the atoms? According to Löwdin, the charges in e are:
1 Fe -0.391
2 S 0.591
3 C -1.055
4 S 0.612
5 C -0.400
6 C -0.289
7 N 0.115
8 C -0.295
9 N 0.119
10 C -0.045
11 C -0.253
12 C -0.036
13 C -0.073
14 C -0.300
15 C -0.056
16 C -0.027
17 S 0.627
18 O -0.315
19 O -0.304
20 N -0.119
21 C -0.201
22 C -0.066
23 C -0.644
24 O -0.091
25 O -0.145
26 H 0.075
27 H 0.074
28 H 0.076
29 H 0.110
30 H 0.105
31 H 0.123
32 H 0.111
33 H 0.071
34 H 0.117
35 H 0.109
36 H 0.122
37 H 0.109
38 Te 0.865
39 C -1.021
40 C -0.277
41 C -0.222
42 C -0.457
43 S 0.883
44 H 0.086
45 H 0.087
46 H 0.045
47 Se 0.741
48 C -0.612
49 C -0.142
50 C -0.195
51 N 0.019
52 C -0.175
53 C -0.121
54 H 0.086
55 H 0.087
56 H 0.095
57 H 0.070


Entry from the Open Molecules 2025 dataset: a cluster of 10 separate species, C2H23O10 in total (ωB97M-V/def2-TZVPD).

Positions of all 35 atoms, in Å:
O  15.927000  45.398000  36.708000
H  15.489000  45.745000  35.856000
H  16.857000  45.408000  36.887000
H  15.541000  44.390000  36.709000
C  13.936000  46.146000  34.463000
O  15.096000  46.902000  34.625000
H  13.103000  46.923000  34.518000
H  13.896000  45.447000  35.311000
H  13.739000  45.587000  33.472000
C  15.785000  43.058000  35.042000
O  15.682000  42.722000  36.360000
H  15.692000  42.226000  34.332000
H  16.830000  43.501000  34.833000
H  15.119000  43.766000  34.548000
O  15.013000  41.509000  38.644000
H  15.240000  41.928000  37.819000
H  15.777000  41.296000  38.966000
O  18.191000  42.415000  37.693000
H  17.137000  42.596000  37.559000
H  18.501000  42.313000  38.512000
O  18.562000  45.431000  36.223000
H  19.272000  45.203000  36.751000
H  19.031000  45.581000  35.398000
O  14.486000  47.992000  36.888000
H  13.703000  48.482000  36.764000
H  14.818000  47.755000  36.056000
O  12.979000  42.370000  35.898000
H  13.852000  42.243000  36.005000
H  12.756000  41.531000  36.427000
O  19.553000  47.994000  36.929000
H  19.094000  47.235000  36.926000
H  19.472000  48.311000  37.786000
O  13.507000  46.062000  38.642000
H  12.898000  45.466000  38.256000
H  13.901000  46.648000  37.993000

Cartesian forces, eV/Å:
O -3.724 -2.363 0.656
H 1.498 2.038 -0.967
H 1.300 0.128 -0.959
H 1.349 0.110 0.523
C -0.592 1.760 -0.494
O 0.797 -1.401 0.062
H -0.062 -1.280 0.134
H -1.207 -0.476 -0.298
H 0.707 0.506 1.161
C 2.758 0.059 -1.975
O -0.817 1.379 1.188
H 0.179 -0.581 0.221
H -1.067 -0.499 0.018
H -0.657 0.527 0.784
O -6.899 1.419 -1.842
H -0.253 0.583 -1.383
H 6.925 -2.214 3.279
O -4.227 1.231 -5.882
H 3.134 -0.621 0.183
H 1.076 -0.508 5.193
O -1.308 0.869 -1.498
H 2.080 -1.279 2.287
H -0.616 0.185 -0.631
O 0.097 0.436 3.978
H -1.272 0.838 -0.365
H 1.050 -1.124 -3.568
O -5.685 -2.175 0.898
H 5.926 0.387 0.329
H -0.452 1.862 -1.090
O 3.009 3.401 -1.986
H -2.867 -4.335 -0.414
H -0.160 1.171 2.398
O 0.574 0.404 1.801
H -0.686 -0.715 -0.947
H 0.094 0.278 -0.793

Summary:
Charge: -1
Kohn-Sham gap, eV: 7.0827
LUMO energy, eV: 2.5184

How is the electron density shared among the atoms? According to Löwdin, the charges in e are:
1 O 0.136
2 H 0.070
3 H 0.072
4 H 0.151
5 C -0.344
6 O -0.414
7 H 0.067
8 H 0.037
9 H 0.076
10 C -0.314
11 O -0.396
12 H 0.069
13 H 0.091
14 H 0.047
15 O 0.005
16 H -0.034
17 H -0.087
18 O -0.084
19 H 0.088
20 H -0.072
21 O 0.004
22 H 0.023
23 H 0.090
24 O -0.038
25 H 0.027
26 H -0.061
27 O -0.051
28 H -0.106
29 H 0.085
30 O 0.024
31 H -0.077
32 H 0.008
33 O -0.062
34 H 0.004
35 H -0.033


What is the formula in the first record?
C23H19FeN4O4S4SeTe